{"formula": "C24H54ClIN3O6P", "method": "wB97M-V/def2-TZVPD", "lumo_ev": 0.241, "homo_energy_ha": -0.333, "smiles": "COCCCCCCCCCC[C@](Cl)(OC(=O)C[C@@H](C)I)P(N)O.COC[C@@H](C)N.COC[C@@H](C)N", "symbols": ["I", "Cl", "P", "O", "O", "O", "O", "O", "O", "N", "N", "N", "C", "C", "C", "C", "C", "C", "C", "C", "C", "C", "C", "C", "C", "C", "C", "C", "C", "C", "C", "C", "C", "C", "C", "C", "H", "H", "H", "H", "H", "H", "H", "H", "H", "H", "H", "H", "H", "H", "H", "H", "H", "H", "H", "H", "H", "H", "H", "H", "H", "H", "H", "H", "H", "H", "H", "H", "H", "H", "H", "H", "H", "H", "H", "H", "H", "H", "H", "H", "H", "H", "H", "H", "H", "H", "H", "H", "H", "H"], "positions_angstrom": [[-8.819698, -3.007640, 2.404637], [-3.823886, -3.995924, 0.765589], [-4.128126, -4.181930, 3.674894], [-1.825048, 1.178909, 3.725528], [2.530371, 3.041866, -2.269671], [6.743355, -1.647089, -5.154973], [-5.180646, -1.221440, 0.235919], [-5.497816, -2.451290, 2.129266], [-5.536313, -3.784465, 4.401931], [4.213579, -0.332761, -4.516668], [4.933574, 4.711625, -2.073922], [-3.020931, -3.496083, 4.766859], [5.501507, -2.280349, -5.383229], [4.933709, 3.444020, -2.813150], [1.309913, 0.751605, 0.158949], [0.685727, 1.296096, 1.456774], [-1.093702, -2.066319, 0.731034], [-1.339870, 2.490319, 3.445068], [-2.718458, 1.118700, 4.817327], [-4.168664, -2.939883, 2.173618], [0.071289, 2.717506, 1.324803], [-1.329137, 2.774899, 1.941503], [4.388822, -2.273294, -3.058550], [0.667602, -0.552374, -0.366128], [3.830631, 2.488083, -2.342123], [-7.816732, -1.167039, 2.852469], [0.380392, -1.620140, 0.710913], [-1.669279, -2.237978, 2.151548], [-5.808677, -1.465433, 1.241966], [-7.048506, -0.674200, 1.628790], [4.915773, 3.746925, -4.309104], [4.340170, -1.794587, -4.507235], [-3.148755, -1.822125, 2.275504], [1.861621, 3.185780, -3.506880], [7.453328, -2.084639, -4.012848], [-8.885024, -0.126644, 3.284698], [5.613136, -3.371535, -5.317504], [2.385186, 0.601731, 0.243074], [0.984515, -2.496784, 0.477150], [3.816798, 1.570672, -2.942948], [-7.149847, -1.308649, 3.695709], [-1.122397, -1.560203, 2.807531], [1.181682, 1.506380, -0.616221], [-3.318198, -1.300149, 3.218740], [-2.463889, 1.836636, 5.596709], [-8.958243, -0.134211, 4.368991], [0.019552, 3.002467, 0.277298], [-1.752433, 3.766335, 1.772197], [-1.945562, 3.234222, 3.960848], [0.791166, 3.191494, -3.300194], [5.882909, 2.941108, -2.601688], [-3.308499, -1.071846, 1.503024], [-5.563668, -2.864639, 4.679765], [-2.093624, -3.872196, 4.653718], [-3.739810, 1.301880, 4.474227], [-1.517314, -3.263681, 2.475582], [5.252885, -2.045577, -6.421049], [-1.172504, -3.023354, 0.218792], [3.406630, -2.162697, -2.598565], [4.068175, 2.193226, -1.315750], [2.109405, 4.132850, -3.991909], [-2.993627, -2.485377, 4.827226], [-1.728032, -1.382820, 0.170216], [1.353271, -0.993402, -1.090206], [-0.227294, -0.287301, -0.926050], [0.702475, -1.290077, 1.693832], [5.879738, 4.151187, -4.617933], [-8.548761, 0.863255, 2.983329], [-7.705896, -0.778423, 0.766622], [4.674008, -3.324983, -2.995601], [1.468637, 1.338174, 2.214693], [5.126909, 0.053281, -4.287679], [4.165099, 4.492230, -4.566936], [-0.077986, 0.632888, 1.852271], [5.085535, 4.524400, -1.087498], [-6.758826, 0.366330, 1.745835], [3.428096, -2.207222, -4.948305], [-2.643677, 0.125197, 5.254937], [5.085221, -1.689941, -2.457488], [2.086303, 2.353654, -4.180637], [8.505987, -1.858590, -4.177978], [3.992751, 5.094070, -2.116199], [0.713975, 3.409705, 1.867528], [-9.852415, -0.347757, 2.851907], [7.344350, -3.162938, -3.862979], [4.043161, -0.018001, -5.467893], [4.723505, 2.845266, -4.894867], [-1.967585, 2.054642, 1.430559], [-0.318760, 2.551141, 3.828732], [7.135693, -1.554778, -3.112078]], "forces_ev_per_angstrom": [[0.2061, -0.1291, 0.1802], [-0.1103, -0.0320, -0.1768], [-0.0950, -0.3763, 0.0547], [-0.0419, -0.0029, 0.0902], [0.0020, 0.1793, -0.0190], [-0.0171, 0.0520, 0.0808], [-0.5521, -0.2355, 1.0182], [0.1103, 0.7556, -0.1674], [0.1363, -0.1102, -0.0366], [0.0887, -0.0363, -0.1996], [-0.0340, -0.1227, 0.0857], [-0.2707, 0.1158, -0.3222], [-0.0988, -0.0854, -0.1661], [-0.1605, 0.2031, -0.0737], [-0.4823, -0.2336, -0.2748], [0.3581, 0.5472, -0.1337], [0.0009, -0.3692, 0.4463], [0.0635, -0.2083, -0.2889], [0.1919, -0.0625, -0.2167], [0.2555, -0.2525, 0.3988], [-0.1504, -0.7565, 0.4653], [0.2590, 0.2667, -0.1000], [-0.0941, -0.0758, 0.0392], [0.5731, 0.1490, 0.2667], [0.1375, -0.2330, 0.1158], [-0.4910, 0.9793, 0.0252], [-0.2688, -0.1962, -0.6907], [-0.1970, 0.4088, -0.2348], [0.3762, 0.3056, -0.9727], [-0.1735, -1.2883, 0.0101], [0.1187, -0.0593, -0.0778], [0.0854, 0.0874, 0.2201], [0.3497, 0.1071, -0.3202], [-0.0941, 0.0037, 0.1004], [0.0761, 0.1015, -0.0701], [0.6836, -0.4389, 0.0066], [-0.0094, 0.0045, 0.1068], [0.0876, 0.0069, 0.2610], [0.1316, -0.0429, 0.1337], [-0.0233, 0.0717, -0.0824], [0.1029, -0.4251, -0.0613], [0.1302, -0.1319, 0.1886], [0.1971, 0.0246, -0.1128], [-0.0608, -0.0171, 0.1634], [0.0228, 0.0965, 0.0729], [-0.2572, -0.0222, 0.0623], [0.0784, 0.1797, -0.0763], [-0.0748, 0.0329, -0.0566], [-0.1113, 0.0163, 0.1051], [0.0026, -0.0476, 0.0294], [-0.0226, -0.0518, 0.0737], [-0.2436, -0.0742, 0.0100], [-0.1905, 0.1775, 0.0759], [0.1800, -0.0162, 0.1480], [-0.1467, 0.0215, 0.1161], [0.1065, -0.0563, 0.2102], [0.0367, 0.0092, -0.0146], [-0.1077, 0.0116, -0.1744], [-0.0032, 0.0329, -0.0189], [-0.0548, 0.0299, 0.0295], [0.0462, -0.0445, -0.0927], [0.1852, 0.0189, 0.0846], [0.0594, 0.2260, -0.0214], [-0.0095, 0.1326, -0.2157], [-0.2517, -0.1278, 0.1016], [-0.0222, 0.1486, 0.1373], [-0.0015, 0.0203, 0.0312], [-0.1173, 0.1632, -0.0247], [-0.0168, 0.4265, -0.1626], [0.0166, 0.0050, 0.0019], [-0.0626, -0.1020, 0.1723], [-0.0066, 0.0058, 0.0622], [-0.0737, -0.0155, 0.0369], [-0.1089, -0.2079, -0.0609], [0.0790, 0.0173, -0.0071], [0.0975, 0.1380, -0.0282], [0.0265, -0.0041, -0.0967], [-0.0955, -0.1204, -0.0032], [0.0660, 0.0122, -0.0397], [0.0323, 0.0092, -0.0248], [-0.0027, -0.0158, -0.0510], [0.0146, 0.0526, -0.0608], [0.0393, 0.3175, -0.2449], [-0.1288, 0.1809, -0.0743], [-0.0361, -0.0090, 0.0340], [-0.0864, 0.0001, 0.0117], [-0.0256, 0.0050, 0.0069], [-0.1617, -0.0594, 0.0700], [0.0642, 0.1348, 0.1510], [-0.0306, -0.0961, 0.0553]], "lowdin_charge": [0.891, 0.684, 0.851, -0.211, -0.203, -0.187, 0.100, -0.130, -0.317, 0.041, 0.039, -0.168, -0.211, -0.431, -0.188, -0.184, -0.204, -0.216, -0.114, -0.874, -0.191, -0.175, -0.064, -0.185, -0.211, -0.763, -0.194, -0.210, -0.482, -0.166, -0.069, -0.424, -0.229, -0.102, -0.107, -0.164, 0.122, 0.102, 0.103, 0.091, 0.063, 0.100, 0.082, 0.089, 0.086, 0.072, 0.101, 0.106, 0.113, 0.086, 0.134, 0.103, 0.041, 0.029, 0.088, 0.090, 0.122, 0.087, 0.066, 0.118, 0.074, 0.023, 0.103, 0.090, 0.104, 0.094, 0.076, 0.069, 0.117, 0.079, 0.110, 0.070, 0.064, 0.083, 0.069, 0.128, 0.136, 0.073, 0.064, 0.090, 0.088, 0.068, 0.106, 0.041, 0.091, 0.077, 0.068, 0.116, 0.124, 0.074]}